DFT (the ωB97M-V functional and the def2-TZVPD basis) results for one molecule with the formula C22H24N4O5S.

Calculated values
LUMO energy (eV): 0.0
HOMO-LUMO gap (eV): 8.26
Structure (SMILES): COC(=O)c1ccc(NC(=O)C(=O)N2CCN(C(=S)Nc3cccc(OC)c3)CC2)cc1

Last column: Mulliken charge in e.
Positions of all 56 atoms, in Å:
1 C 8.839046 0.775133 0.957749  -0.6485
2 O 7.487075 0.782934 0.527923  -0.3050
3 C 6.819863 -0.374039 0.685284  0.6674
4 O 7.325281 -1.362117 1.159748  -0.6134
5 C 5.419363 -0.291499 0.216539  0.1593
6 C 4.894947 0.870867 -0.346742  -0.9389
7 C 3.584316 0.900320 -0.769693  -0.4498
8 C 2.771102 -0.228412 -0.637529  0.9400
9 N 1.458961 -0.134359 -1.076854  0.0463
10 C 0.478865 -1.060432 -1.107934  0.5924
11 O 0.570265 -2.222871 -0.765443  -0.7326
12 C -0.790912 -0.386602 -1.656279  0.5329
13 O -0.710350 0.785966 -2.015973  -0.8048
14 N -1.941920 -1.064879 -1.722478  0.2104
15 C -2.182669 -2.459611 -1.428067  -0.8328
16 C -3.035267 -2.596901 -0.156079  -0.9569
17 N -3.883950 -1.433919 -0.031152  0.3264
18 C -4.371945 -1.064703 1.174605  -0.0508
19 S -4.430614 -2.101086 2.454715  -0.3566
20 N -4.848547 0.222323 1.261493  -0.1640
21 C -4.047781 1.310682 0.842311  -0.3995
22 C -4.651205 2.487595 0.409203  -0.5227
23 C -3.855992 3.534281 -0.014167  -0.7664
24 C -2.473670 3.440285 -0.003990  -0.6116
25 C -1.866570 2.277341 0.460140  0.5360
26 O -0.528731 2.082235 0.578956  -0.3762
27 C 0.338805 3.105491 0.151871  -1.0775
28 C -2.665569 1.212801 0.872929  0.2928
29 C -4.328829 -0.877742 -1.286170  -0.9227
30 C -3.140004 -0.327179 -2.084582  -0.8128
31 C 3.294474 -1.393319 -0.076884  -0.4523
32 C 4.607310 -1.417171 0.343965  -0.9134
33 H 9.226751 1.771719 0.762460  0.2278
34 H 8.897565 0.541856 2.023041  0.2882
35 H 9.409125 0.025626 0.404647  0.2877
36 H 5.521916 1.742162 -0.450461  0.4431
37 H 3.177240 1.797500 -1.214401  0.4736
38 H 1.142511 0.772065 -1.426607  0.0876
39 H -2.710676 -2.888566 -2.286826  0.3156
40 H -1.238186 -2.982426 -1.296371  0.3790
41 H -2.400914 -2.648116 0.732415  0.5756
42 H -3.627284 -3.520214 -0.197173  0.3190
43 H -5.419351 0.393709 2.079360  0.3606
44 H -5.726851 2.570862 0.405893  0.4833
45 H -4.317585 4.446197 -0.362134  0.3899
46 H -1.887165 4.276217 -0.347943  0.4601
47 H 0.239331 3.280370 -0.924213  0.3848
48 H 0.157072 4.039065 0.693749  0.4607
49 H 1.343950 2.752928 0.380563  0.2399
50 H -2.182089 0.321273 1.241010  0.5756
51 H -5.058040 -0.089953 -1.104395  0.4791
52 H -4.823038 -1.678738 -1.852313  0.4422
53 H -3.328629 -0.416931 -3.160470  0.3938
54 H -2.958554 0.724937 -1.853840  0.4003
55 H 2.668261 -2.264141 0.022690  0.4946
56 H 5.028940 -2.309349 0.781016  0.4431

Cartesian forces (eV/Å) of the 3 atoms listed first:
C 0.34 -0.18 0.17
O -0.37 0.10 -0.15
C 0.25 -0.15 0.12

DFT (the ωB97M-V functional and the def2-TZVPD basis) results for a 3-piece molecular cluster, C7H15NO overall.

Calculated values
LUMO energy (eV): 0.0
HOMO-LUMO gap (eV): 8.79

Last column: Mulliken charge in e.
Positions of all 24 atoms, in Å:
1 C -0.347983 1.449417 -1.938585  -0.4872
2 C -1.007782 1.033995 -0.660245  -0.0047
3 C -1.893641 -0.042338 -0.591630  -0.8355
4 O -0.969689 2.615885 -2.478082  -0.5375
5 H -1.908528 2.434548 -2.619658  0.3251
6 H 0.690860 1.739012 -1.770534  0.2466
7 H -0.368602 0.632754 -2.671769  0.3250
8 H -1.004930 1.781895 0.121357  0.3427
9 H -2.113111 -0.558890 -1.521850  0.3216
10 H -2.778051 0.115266 0.020255  0.3796
11 C 1.272779 -0.253015 0.207850  -0.1911
12 C -0.588148 -1.584998 1.516286  -1.0844
13 C 2.373090 -1.250103 0.617769  -1.4547
14 C 0.233703 -0.437334 1.648817  0.6388
15 N 0.184903 0.507701 2.472970  -0.7287
16 H 0.468211 1.417116 2.114883  0.2910
17 H 1.687968 0.752261 0.153047  0.3376
18 H 0.917861 -0.587208 -0.767142  0.2473
19 H -1.412619 -1.620644 2.220203  0.4008
20 H -0.054140 -2.526473 1.467137  0.2878
21 H -1.349585 -1.133289 0.340171  0.0856
22 H 2.779847 -1.019630 1.599553  0.3530
23 H 2.006048 -2.273355 0.632263  0.3273
24 H 3.181538 -1.192573 -0.113068  0.4139

Cartesian forces (eV/Å) of the 3 atoms listed first:
C 0.44 -0.17 -0.10
C -2.20 -1.22 -0.44
C 0.22 3.02 -0.99

DFT (the ωB97M-V functional and the def2-TZVPD basis) results for C4H9NO as an isolated structure.

Calculated values
LUMO energy (eV): 0.7
HOMO-LUMO gap (eV): 8.43

Last column: Mulliken charge in e.
Positions of all 15 atoms, in Å:
1 C -0.124235 1.443205 -0.124884  -0.4306
2 C 0.355992 -0.758638 1.080295  -0.4886
3 C -0.449675 -0.511252 -0.219605  -0.6441
4 N 0.278079 1.914078 -1.354685  -0.4081
5 C -0.002547 -2.154122 0.575664  0.0610
6 O 0.856967 -2.997107 0.260394  -0.6021
7 H -0.268089 2.521202 -1.948211  0.1723
8 H 1.238719 1.746116 -1.621408  0.1866
9 H -1.003588 -2.493725 0.904016  0.3301
10 H 0.545743 1.721617 0.687132  0.2618
11 H -1.148250 1.682852 0.137107  0.3592
12 H 1.414220 -0.533315 0.988880  0.3246
13 H -0.163022 -0.451322 1.986070  0.2802
14 H -1.534476 -0.472476 -0.155387  0.3104
15 H 0.004161 -0.657112 -1.195378  0.2874

Cartesian forces (eV/Å) of the 3 atoms listed first:
C -1.55 -1.94 -0.66
C -1.36 -3.16 -1.77
C 0.84 6.33 0.21

DFT (the ωB97M-V functional and the def2-TZVPD basis) results for a 2-piece molecular cluster, C6H15NO overall.

Calculated values
LUMO energy (eV): 0.8
HOMO-LUMO gap (eV): 9.19
Structure (SMILES): CCN1CCCC1.O

Last column: Mulliken charge in e.
Positions of all 23 atoms, in Å:
1 C 2.054253 0.243179 1.808572  -1.1987
2 C 0.558337 0.505086 1.630515  -0.2510
3 N 0.204706 0.768677 0.222411  -0.1134
4 C 0.796766 -0.161518 -0.734216  -0.6372
5 C 0.108724 0.246102 -2.073769  -0.5682
6 C -1.296311 0.614380 -1.605129  -0.5851
7 C -1.220229 0.813927 -0.088313  -0.6691
8 H 2.659485 0.672612 1.015140  0.3204
9 H 2.196761 -0.869118 1.756244  0.2560
10 H 2.512795 0.592467 2.723803  0.3708
11 H -0.053678 -0.271703 2.054441  0.3191
12 H 0.409833 1.475666 2.107340  0.3375
13 H 0.859758 -1.256408 -0.534046  0.3158
14 H 1.810841 0.244207 -0.821708  0.3279
15 H 0.572610 1.098206 -2.549150  0.3240
16 H 0.101529 -0.673447 -2.719519  0.2727
17 H -2.074010 -0.072532 -1.916912  0.3002
18 H -1.722759 1.545903 -2.016756  0.2245
19 H -1.692696 1.746458 0.278851  0.3875
20 H -1.791872 0.019326 0.403407  0.2881
21 O -1.802636 -2.355945 0.704063  -0.6528
22 H -0.921439 -2.136499 0.386975  0.3279
23 H -2.270768 -2.789026 -0.032245  0.3030

Cartesian forces (eV/Å) of the 3 atoms listed first:
C 0.17 -1.93 -0.58
C 0.74 2.07 -0.76
N -0.11 -1.19 0.20

no.,electronic energy (eV)
1,-50237.9885
2,-11035.1744
3,-7827.6692
4,-10001.9294